{"formula": "C4H10NO3", "method": "the ωB97M-V functional and the def2-TZVPD basis", "gap_ev": 9.958, "largest_force_ev_per_a": 4.30, "lumo_energy_ev": -3.18, "total_charge": 1, "homo_ev": -13.136, "e_above_lowest_ev": 2.853, "elements": ["C", "C", "C", "C", "N", "O", "O", "O", "H", "H", "H", "H", "H", "H", "H", "H", "H", "H"], "positions_angstrom": [[0.33, 1.43, 1.15], [1.54, 1.87, 0.47], [0.55, -2.05, -0.90], [-0.89, 0.21, -0.06], [-0.63, -1.48, -0.09], [-0.31, 1.62, 2.10], [-2.11, 0.29, 0.56], [-0.77, 0.68, -1.29], [1.51, 1.38, -0.50], [1.54, 2.94, 0.63], [2.33, 1.44, 1.09], [0.23, -2.88, -1.57], [0.98, -1.26, -1.60], [1.46, -2.25, -0.26], [-0.54, -1.72, 0.88], [-1.50, -1.92, -0.51], [-2.02, 0.73, 1.44], [-1.70, 0.98, -1.53]]}


{"formula": "C31H35BCl57FIO6P", "method": "the ωB97M-V functional and the def2-TZVPD basis", "gap_ev": 7.358, "largest_force_ev_per_a": 8.22, "lumo_energy_ev": -2.36, "homo_ev": -9.722, "e_above_lowest_ev": 7.136, "elements": ["C", "C", "B", "O", "C", "C", "I", "C", "O", "C", "C", "P", "O", "O", "O", "C", "C", "C", "C", "F", "C", "O", "H", "H", "H", "H", "H", "H", "H", "H", "H", "H", "H", "H", "H", "H", "H", "H", "C", "Cl", "Cl", "Cl", "H", "C", "Cl", "Cl", "Cl", "H", "C", "Cl", "Cl", "Cl", "H", "C", "Cl", "Cl", "Cl", "H", "C", "Cl", "Cl", "Cl", "H", "C", "Cl", "Cl", "Cl", "H", "C", "Cl", "Cl", "Cl", "H", "C", "Cl", "Cl", "Cl", "H", "C", "Cl", "Cl", "Cl", "H", "C", "Cl", "Cl", "Cl", "H", "C", "Cl", "Cl", "Cl", "H", "C", "Cl", "Cl", "Cl", "H", "C", "Cl", "Cl", "Cl", "H", "C", "Cl", "Cl", "Cl", "H", "C", "Cl", "Cl", "Cl", "H", "C", "Cl", "Cl", "Cl", "H", "C", "Cl", "Cl", "Cl", "H", "C", "Cl", "Cl", "Cl", "H", "C", "Cl", "Cl", "Cl", "H"], "positions_angstrom": [[-5.69, 0.77, 2.22], [-6.11, -0.45, 3.23], [-4.97, -1.62, 3.42], [-5.13, -2.52, 4.62], [-3.69, -1.92, 2.42], [-3.91, -2.12, 0.93], [-5.85, -2.10, -0.08], [-2.55, -2.37, -0.03], [-2.55, -3.22, -1.05], [-1.23, -1.47, 0.46], [-0.29, -0.81, -0.71], [-1.48, 0.14, -1.92], [-0.76, 1.52, -2.37], [-2.98, 0.61, -1.17], [-1.77, -0.75, -3.39], [-1.00, -1.31, 1.95], [0.29, -0.41, 2.41], [0.62, -0.41, 4.01], [0.10, 1.00, 4.74], [2.12, -0.36, 4.12], [-2.10, -2.02, 2.92], [-1.88, -2.71, 4.04], [-4.65, 0.64, 1.69], [-6.51, 0.79, 1.35], [-5.81, 1.82, 2.77], [-7.15, -0.95, 2.96], [-6.27, 0.04, 4.30], [-4.37, -3.17, 4.68], [0.28, -1.62, -1.35], [0.48, -0.02, -0.35], [-2.86, 0.91, -0.22], [-0.87, -0.95, -3.78], [1.24, -0.87, 1.86], [0.21, 0.71, 2.01], [0.29, -1.37, 4.59], [0.28, 0.87, 5.90], [0.76, 1.87, 4.29], [-1.04, 1.13, 4.49], [-7.98, -1.99, -4.15], [-7.98, -0.28, -4.63], [-6.36, -2.68, -4.32], [-8.57, -2.18, -2.49], [-8.66, -2.53, -4.82], [-2.38, -6.32, -2.61], [-0.92, -6.97, -3.37], [-3.58, -5.89, -3.84], [-3.06, -7.47, -1.46], [-2.11, -5.41, -2.07], [-0.38, 5.19, -2.50], [0.39, 6.19, -1.26], [-1.78, 6.02, -3.19], [0.79, 4.78, -3.77], [-0.72, 4.26, -2.04], [-2.61, -5.64, 6.60], [-2.91, -5.59, 4.85], [-2.14, -4.04, 7.19], [-4.05, -6.21, 7.46], [-1.80, -6.33, 6.79], [-3.53, -2.10, 10.89], [-2.89, -2.59, 12.46], [-2.38, -1.05, 10.05], [-3.91, -3.52, 9.90], [-4.45, -1.53, 11.05], [0.48, -9.62, -0.74], [1.12, -10.11, 0.84], [1.64, -8.58, -1.58], [0.10, -11.04, -1.73], [-0.44, -9.06, -0.58], [-5.28, 2.58, -5.07], [-6.48, 1.81, -6.12], [-6.01, 3.95, -4.20], [-4.61, 1.41, -3.93], [-4.47, 2.97, -5.69], [1.22, 3.61, -7.48], [2.73, 2.72, -7.24], [1.42, 4.85, -8.73], [-0.09, 2.49, -7.92], [0.95, 4.10, -6.54], [3.96, 7.19, 0.30], [3.72, 5.44, 0.13], [4.57, 7.88, -1.21], [2.46, 7.98, 0.79], [4.71, 7.35, 1.08], [-7.88, -5.98, 9.09], [-6.37, -6.86, 9.34], [-7.68, -4.74, 7.85], [-9.19, -7.09, 8.66], [-8.15, -5.48, 10.03], [7.17, 9.52, 1.22], [6.93, 7.77, 1.05], [7.78, 10.21, -0.29], [5.66, 10.31, 1.71], [7.92, 9.68, 2.00], [4.27, -1.59, 1.72], [5.78, -2.48, 1.96], [4.47, -0.35, 0.47], [2.96, -2.71, 1.28], [4.00, -1.10, 2.65], [9.48, 9.13, -3.87], [9.56, 10.89, -4.09], [10.92, 8.54, -3.01], [8.01, 8.68, -2.99], [9.45, 8.66, -4.85], [8.90, 10.28, -8.33], [7.70, 9.50, -9.39], [8.17, 11.64, -7.46], [9.57, 9.10, -7.19], [9.71, 10.66, -8.95], [-8.19, -6.49, 13.27], [-7.55, -7.68, 14.41], [-6.87, -5.64, 12.44], [-9.26, -7.26, 12.09], [-8.77, -5.75, 13.83], [-0.81, -3.95, -5.68], [-1.95, -2.63, -5.99], [-0.29, -4.70, -7.19], [0.59, -3.35, -4.77], [-1.31, -4.71, -5.07], [13.55, 11.58, -5.51], [12.04, 10.95, -6.19], [14.95, 10.78, -6.24], [13.65, 13.33, -5.73], [13.55, 11.37, -4.44], [5.28, 3.52, -10.07], [6.65, 4.35, -9.32], [4.66, 4.46, -11.44], [5.74, 1.89, -10.59], [4.48, 3.43, -9.33], [1.89, -14.13, 0.43], [2.53, -15.33, 1.57], [3.21, -13.29, -0.40], [0.81, -14.91, -0.75], [1.31, -13.40, 0.99]]}


{"formula": "C8H17N3O3", "method": "the ωB97M-V functional and the def2-TZVPD basis", "gap_ev": 9.410, "largest_force_ev_per_a": 4.65, "lumo_energy_ev": 0.53, "homo_ev": -8.883, "smiles": "NCCCC[C@H](NC(=O)CN)C(=O)O", "e_above_lowest_ev": 0.784, "elements": ["C", "C", "C", "C", "C", "C", "C", "C", "H", "H", "H", "H", "H", "H", "H", "H", "H", "H", "H", "H", "H", "H", "H", "H", "H", "N", "N", "N", "O", "O", "O"], "positions_angstrom": [[2.17, 2.12, 0.18], [1.58, 1.34, -1.04], [1.02, -0.84, 0.11], [2.01, -1.80, -0.44], [-0.34, -1.55, 0.34], [-1.42, -0.73, 1.10], [-1.89, 0.52, 0.48], [-2.49, 0.37, -0.96], [0.74, 2.14, 1.58], [2.22, 1.92, 2.28], [2.05, 3.21, -0.14], [3.29, 1.95, 0.20], [0.89, -0.25, -1.90], [1.38, -0.30, 1.04], [-0.67, -2.08, -0.61], [-0.12, -2.50, 0.98], [-2.26, -1.36, 1.33], [-0.87, -0.38, 2.07], [-2.68, 1.04, 1.07], [-1.09, 1.27, 0.38], [-2.88, 1.40, -1.12], [-1.82, 0.03, -1.74], [-4.43, -0.17, -0.53], [-3.48, -1.44, -0.89], [3.54, -2.81, 0.06], [1.63, 1.72, 1.45], [0.80, 0.27, -0.96], [-3.65, -0.47, -1.07], [1.86, 1.77, -2.14], [2.02, -2.19, -1.59], [2.88, -2.21, 0.47]]}


{"formula": "C4H10N3", "method": "the ωB97M-V functional and the def2-TZVPD basis", "gap_ev": 9.228, "largest_force_ev_per_a": 5.15, "lumo_energy_ev": -4.26, "total_charge": 1, "homo_ev": -13.483, "e_above_lowest_ev": 3.393, "elements": ["C", "C", "C", "C", "N", "N", "N", "H", "H", "H", "H", "H", "H", "H", "H", "H", "H"], "positions_angstrom": [[3.01, 2.59, 1.66], [1.29, 1.00, 0.92], [-0.83, -2.22, -0.02], [-2.16, -1.00, -1.41], [2.14, 1.78, 1.38], [0.53, 1.11, -0.16], [-1.09, -1.16, -0.55], [2.71, 3.37, 2.36], [3.90, 2.45, 1.28], [0.94, 0.08, 1.47], [-1.47, -3.11, -0.16], [-2.01, -0.72, -2.54], [-2.78, -1.97, -1.46], [-2.65, -0.22, -0.86], [0.87, 1.85, -0.81], [-0.10, 0.36, -0.41], [-0.01, -2.45, 0.63]]}


{"formula": "C8H15N2O2Ti", "method": "the ωB97M-V functional and the def2-TZVPD basis", "gap_ev": 7.985, "largest_force_ev_per_a": 2.36, "lumo_energy_ev": -4.09, "total_charge": 1, "homo_ev": -12.077, "elements": ["C", "Ti", "N", "N", "H", "H", "H", "H", "H", "H", "H", "H", "H", "H", "O", "C", "O", "C", "C", "C", "C", "C", "C", "H", "H", "H", "H", "H"], "positions_angstrom": [[-0.96, 0.85, -2.66], [-0.26, 1.79, -0.95], [0.59, 3.00, 0.75], [0.20, 3.56, -2.41], [1.54, 2.68, 0.99], [-1.77, 2.17, -0.71], [-1.60, 0.01, -2.30], [-0.05, 0.39, -3.13], [-1.50, 1.50, -3.39], [1.19, 3.84, -2.50], [-0.33, 4.42, -2.21], [-0.08, 3.32, -3.37], [0.63, 4.02, 0.66], [-0.01, 2.78, 1.56], [-1.12, 0.50, 0.89], [-0.20, -0.28, 0.57], [0.72, 0.15, -0.29], [0.04, -1.67, 1.09], [1.11, -2.44, 0.62], [1.30, -3.75, 1.12], [0.43, -4.26, 2.11], [-0.61, -3.46, 2.59], [-0.80, -2.16, 2.09], [1.76, -2.02, -0.15], [2.11, -4.36, 0.74], [0.58, -5.28, 2.50], [-1.29, -3.83, 3.36], [-1.60, -1.50, 2.42]]}


{"formula": "H16O8V", "method": "the ωB97M-V functional and the def2-TZVPD basis", "gap_ev": [9.895, 11.146], "spin_multiplicity": 3, "largest_force_ev_per_a": 1.32, "lumo_energy_ev": [-13.49, -12.64], "total_charge": 3, "homo_ev": [-23.383, -23.788], "e_above_lowest_ev": 0.028, "elements": ["V", "O", "H", "H", "O", "H", "H", "O", "H", "H", "O", "H", "H", "O", "H", "H", "O", "H", "H", "O", "H", "H", "O", "H", "H"], "positions_angstrom": [[-0.04, 0.01, -0.02], [0.62, 2.16, -0.48], [1.43, 2.42, -0.95], [0.09, 2.98, -0.40], [0.23, -1.57, 1.45], [0.67, -2.43, 1.39], [-0.19, -1.55, 2.34], [-1.85, -1.16, -0.18], [-2.66, -0.95, 0.32], [-2.00, -2.05, -0.56], [-1.61, 1.24, 0.93], [-1.42, 2.04, 1.47], [-2.57, 1.11, 1.01], [0.90, 0.92, 1.86], [0.62, 0.87, 2.79], [1.50, 1.69, 1.80], [2.05, -0.13, -0.32], [2.47, -0.40, -1.15], [2.75, -0.11, 0.36], [0.46, -1.95, -1.35], [0.04, -2.13, -2.22], [1.13, -2.64, -1.25], [-0.70, 0.42, -1.94], [-1.65, 0.60, -2.09], [-0.24, 0.63, -2.78]]}


{"formula": "C14H30N6O5Ti", "method": "the ωB97M-V functional and the def2-TZVPD basis", "gap_ev": 6.728, "largest_force_ev_per_a": 0.24, "lumo_energy_ev": -13.20, "total_charge": 4, "homo_ev": -19.933, "e_above_lowest_ev": 0.009, "elements": ["Ti", "C", "N", "C", "C", "O", "C", "O", "C", "C", "O", "N", "C", "C", "H", "H", "H", "H", "H", "H", "H", "H", "H", "H", "H", "H", "H", "H", "H", "H", "N", "C", "C", "C", "C", "N", "C", "N", "N", "C", "O", "O", "H", "H", "H", "H", "H", "H", "H", "H", "H", "H", "H", "H", "H", "H"], "positions_angstrom": [[0.77, 1.28, -0.21], [-1.14, 5.94, -1.81], [-1.28, 4.68, -1.05], [-2.56, 4.54, -0.32], [-0.36, 3.79, -1.01], [-0.48, 2.67, -0.33], [0.97, 3.95, -1.73], [1.72, 2.79, -1.32], [3.16, 2.86, -1.34], [3.60, 1.78, -0.37], [2.60, 1.09, 0.15], [4.82, 1.54, -0.07], [5.22, 0.48, 0.88], [5.95, 2.30, -0.65], [-0.93, 6.75, -1.11], [-2.08, 6.14, -2.31], [-0.35, 5.87, -2.56], [-2.71, 5.45, 0.26], [-2.54, 3.67, 0.32], [-3.36, 4.45, -1.06], [1.48, 4.86, -1.42], [0.84, 3.94, -2.82], [3.49, 3.85, -1.01], [3.53, 2.66, -2.35], [4.37, -0.12, 1.16], [5.66, 0.95, 1.75], [5.97, -0.14, 0.39], [5.61, 3.12, -1.28], [6.55, 1.61, -1.25], [6.55, 2.69, 0.16], [-0.34, 0.01, 1.18], [-1.13, -1.05, 0.44], [-0.77, -2.47, 0.94], [-1.58, -3.63, 0.33], [-2.56, -4.27, 1.33], [-3.26, -5.38, 0.69], [-3.75, -6.46, 1.33], [-4.16, -7.50, 0.63], [-3.82, -6.48, 2.66], [-0.86, -0.91, -1.05], [-1.37, -1.44, -1.95], [0.22, 0.04, -1.27], [0.30, -0.46, 1.82], [-0.97, 0.54, 1.78], [-2.19, -0.86, 0.59], [-0.89, -2.46, 2.03], [0.30, -2.63, 0.75], [-0.89, -4.40, 0.00], [-2.12, -3.30, -0.55], [-3.28, -3.52, 1.69], [-2.01, -4.65, 2.19], [-3.46, -5.32, -0.29], [-3.92, -7.62, -0.34], [-4.70, -8.24, 1.06], [-3.83, -5.63, 3.20], [-4.07, -7.33, 3.15]]}


{"formula": "C3H8NO", "method": "the ωB97M-V functional and the def2-TZVPD basis", "gap_ev": 6.697, "largest_force_ev_per_a": 3.14, "lumo_energy_ev": -7.67, "total_charge": 1, "homo_ev": -14.363, "e_above_lowest_ev": 4.543, "elements": ["C", "N", "H", "H", "H", "H", "C", "C", "O", "H", "H", "H", "H"], "positions_angstrom": [[1.23, -1.23, -1.39], [0.48, -0.15, -1.47], [2.31, -1.17, -1.62], [0.95, -1.91, -0.58], [0.48, 0.60, -0.73], [-0.03, 0.16, -2.30], [-1.35, -0.25, 1.05], [-0.90, 0.98, 1.04], [0.44, 1.39, 0.73], [-0.65, -1.09, 1.17], [-2.36, -0.48, 1.37], [-1.59, 1.80, 1.21], [0.99, 1.34, 1.52]]}